{
  "formula": "C3H5N2P",
  "method": "the ωB97M-V functional and the def2-TZVPD basis",
  "symbols": ["C", "C", "C", "N", "N", "P", "H", "H", "H", "H", "H"],
  "coordinates": [[-0.435, -1.455, -0.107], [-0.481, -0.171, -0.319], [-1.311, 0.990, -0.192], [0.814, -0.599, -0.666], [1.738, -0.176, 0.282], [3.260, 0.358, 0.026], [-0.421, -2.277, 0.473], [-1.443, 1.341, -1.276], [-0.735, 1.741, 0.374], [-2.310, 0.669, 0.101], [1.325, -0.420, 1.305]],
  "homo_ev": -7.034,
  "lumo_ha": -0.0077,
  "homo_lumo_gap_ev": 6.82,
  "fmax_ev_per_a": 4.8
}

***

{
  "formula": "C3H5N2S2",
  "method": "the ωB97M-V functional and the def2-TZVPD basis",
  "symbols": ["C", "C", "C", "N", "N", "S", "S", "H", "H", "H", "H", "H"],
  "coordinates": [[1.340, -0.641, 0.374], [-0.799, -0.617, 1.728], [0.224, 0.723, -1.498], [-0.762, 0.143, 0.516], [0.356, 0.030, -0.257], [-2.220, -0.606, 2.476], [0.838, -1.303, 1.887], [2.234, -0.510, -0.023], [1.147, 0.540, -2.040], [-0.158, 1.655, -1.249], [-0.590, 0.136, -2.047], [-1.609, 0.451, 0.133]],
  "homo_ev": -13.331,
  "lumo_ha": -0.1879,
  "charge": 1,
  "homo_lumo_gap_ev": 8.22,
  "fmax_ev_per_a": 6.5
}

***

{
  "formula": "C3H5N3",
  "method": "the ωB97M-V functional and the def2-TZVPD basis",
  "symbols": ["C", "N", "C", "C", "N", "N", "H", "H", "H", "H", "H"],
  "coordinates": [[1.133, -1.119, 0.287], [0.473, 0.026, -0.566], [-0.903, 0.223, -0.887], [-1.345, 1.134, 0.017], [-0.302, 1.473, 0.860], [0.748, 0.917, 0.444], [0.996, -1.031, 1.394], [0.701, -2.042, -0.056], [2.208, -1.033, 0.106], [-1.420, -0.185, -1.757], [-2.291, 1.638, 0.158]],
  "homo_ev": -9.835,
  "lumo_ha": 0.0278,
  "smiles": "Cn1ccnn1",
  "homo_lumo_gap_ev": 10.59,
  "fmax_ev_per_a": 1.3
}

***

{
  "formula": "C3H5N3",
  "method": "the ωB97M-V functional and the def2-TZVPD basis",
  "symbols": ["C", "C", "C", "N", "N", "N", "H", "H", "H", "H", "H"],
  "coordinates": [[0.038, -1.003, 0.336], [0.039, 0.153, -0.416], [-0.086, 1.490, -0.191], [-0.032, 2.617, -0.637], [0.103, -1.786, -0.787], [0.298, -0.644, -1.606], [0.010, -1.260, 1.371], [-0.571, 1.032, 2.366], [-0.187, 3.476, -0.140], [0.637, -2.631, -0.925], [-0.331, -0.572, -2.400]],
  "homo_ev": [-8.748, -7.006],
  "lumo_ha": [0.0258, -0.0103],
  "homo_lumo_gap_ev": [9.45, 6.73],
  "fmax_ev_per_a": 2.3
}

***

Calculated relative energy (zero: lowest compared OMol25 entry of this formula, charge and spin) in order - 134.56 47.40 68.00 174.21 kcal/mol